(1)
A structure of composition C24H29IrN9 at a distorted geometry. Source: the OMol25 dataset; level of theory: ωB97M-V/def2-TZVPD.

```
63
Properties=species:S:1:pos:R:3:nbo_charge:R:1
H 0.8984 6.8581 0.2474 0.2551
C 1.9406 -1.5866 -2.9672 -0.2814
H -5.5409 0.2609 -1.3393 0.2620
C -0.5608 -4.0426 -1.8911 0.0961
H -0.8464 2.9544 0.6628 0.2138
H -4.3002 1.2351 2.0641 0.2730
C 1.8105 3.9947 -1.2118 0.0935
H -0.7849 5.3669 1.2309 0.2458
C -2.2710 0.7287 1.3544 0.2207
H -0.4429 1.1076 2.3927 0.2228
C 0.8630 3.1306 -0.6512 0.1399
C -0.8886 -2.9219 -1.1180 0.1426
H -2.6955 0.5024 -1.7331 0.4328
C 0.9013 5.8096 -0.0157 -0.1665
H 2.5991 6.0030 -1.3330 0.2530
H -2.2185 -2.0993 0.3765 0.2217
C -1.9634 -2.9574 -0.2320 -0.2457
C 2.6515 0.7782 -2.7626 -0.2766
H 1.0233 -4.2518 -3.3152 0.4585
H -3.5302 -4.2012 0.5112 0.2466
N 0.5486 -3.6614 -2.6461 -0.4630
H -2.9299 -6.1547 -0.8462 0.2566
C 2.3487 -2.3928 4.0675 -0.4037
H 2.8158 -2.2059 -3.1792 0.2506
Ir 0.2862 -0.0169 -0.4245 1.6533
H 3.1724 0.9152 3.6361 0.2283
H 1.9696 -2.2758 5.0817 0.2408
H 3.3340 -2.8558 4.1167 0.2397
H 3.3618 3.5295 -2.6062 0.4565
C -2.6842 -4.1338 -0.1589 -0.1635
H -1.2983 -0.3584 2.9092 0.2460
N 2.5966 3.1950 -2.0379 -0.4675
H -1.9061 1.2252 3.3843 0.2709
C 3.2402 -0.0420 4.1461 -0.4035
H -5.1648 1.9701 -1.5157 0.2639
C 0.8543 -2.4010 -2.3472 0.4446
N -2.8134 0.6265 -0.7408 -0.3374
C -3.6277 1.0044 1.2548 -0.3125
N 2.2415 -0.4569 -2.0913 -0.6084
C -1.4266 0.6749 2.5786 -0.6650
N 1.0987 1.8537 -1.1626 -0.6076
H 2.9342 -0.7255 -1.3995 0.4087
C -1.2787 -5.2252 -1.8168 -0.1965
C -2.3469 -5.2486 -0.9362 -0.1587
H -6.0196 1.4019 -0.0772 0.2703
N 0.0156 -1.9102 -1.4349 -0.5967
C 1.9336 -0.8204 2.2954 0.6874
N 2.4520 -1.0664 3.4414 -0.4097
C -3.9506 0.9413 -0.0986 0.3008
C -0.0581 4.9552 0.5441 -0.1729
H 1.5769 -1.2083 -3.9256 0.2530
H 2.1871 0.8134 -3.7510 0.2494
C -0.0941 3.6086 0.2400 -0.2417
H 1.6780 -3.0357 3.5042 0.2293
C 1.8546 5.3464 -0.9027 -0.1905
H 3.7317 0.8464 -2.9103 0.2466
N 1.4758 -0.5881 1.2468 -0.6636
N -1.7755 0.4805 0.1213 -0.4307
H -1.0191 -6.0877 -2.4165 0.2565
C 2.1408 1.9431 -1.9798 0.4306
H 2.8548 0.0611 5.1594 0.2417
C -5.2399 1.1563 -0.7918 -0.6788
H 4.2852 -0.3466 4.2003 0.2389
```

Computed properties:
Net charge   +3
⟨S²⟩   6.01
HOMO level (alpha / beta)   -16.74 / -16.72 eV
2S+1   5


(2)
A cluster of 2 separate species, C8H16O4 in total at a distorted geometry. Source: the OMol25 dataset; level of theory: ωB97M-V/def2-TZVPD.

```
28
Properties=species:S:1:pos:R:3:nbo_charge:R:1
O -1.5222 -1.6125 -2.1005 -0.5121
H -1.1762 -0.9333 -0.1781 0.1952
H -3.0529 -5.4453 -2.2108 0.2175
C 1.0385 0.7392 1.0622 -0.2731
O 1.2965 3.5801 0.9371 -0.6126
H -0.6887 0.2077 -1.4703 0.2036
C -0.7263 -0.8563 -1.1822 -0.2664
H 0.2901 -0.0382 1.2905 0.2035
H 0.6759 1.3368 0.2089 0.2111
H 1.9809 0.2456 0.7707 0.1953
C 2.2534 5.2115 3.1213 -0.6042
H 1.3705 5.7196 2.6984 0.2174
H -2.8556 -5.4516 -3.9914 0.2060
C 1.9323 3.7383 3.3125 -0.5051
C -2.1736 -3.6596 -3.2050 -0.5007
O 1.3538 1.6527 2.2155 -0.5218
H 3.0625 5.2298 2.3718 0.2112
C -1.6929 -2.9132 -1.9345 0.7937
C -2.3624 -5.2038 -3.0364 -0.6021
H -1.4595 -5.8290 -2.9341 0.2188
H -1.3593 -3.5920 -3.9518 0.2317
H 2.7965 3.2802 3.8310 0.2293
H 2.5869 5.7691 4.0126 0.2157
H 0.3049 -1.2450 -1.1364 0.1910
H -3.0830 -3.2200 -3.6579 0.2336
C 1.5213 2.9878 2.0132 0.8015
H 1.0807 3.7454 4.0196 0.2314
O -1.3919 -3.4442 -0.8761 -0.6091
```

Computed properties:
Energy above the lowest of the compared OMol25 structures with the same formula, charge and spin   1.076 eV
HOMO level   -10.41 eV
SMILES   CCC(=O)OC.CCC(=O)OC
2S+1   1